Density functional theory data (wB97M-V/def2-TZVPD) for 2 unconnected molecules or ions with the total composition C5H15NO in a non-equilibrium geometry.

<S²>: 0.75
Spin multiplicity: 2
E_tot, a.u.: -329.34959
ΔE to the lowest compared entry with this formula, charge and spin, kJ/mol: 272.0
Frontier orbital gap (spin up / spin down), eV: 1.619 / 8.941
Net charge: -1

```
22
Properties=species:S:1:pos:R:3:forces:R:3
C 1.5826 2.9905 -1.7317 0.112 -3.082 0.713
N 0.7549 1.7560 -1.4118 1.268 -1.328 -3.186
C 0.1759 1.2207 -0.1638 1.894 2.889 -0.279
C -0.5429 -0.1680 -0.3974 1.588 3.327 -0.379
C -1.8445 0.0540 -1.1001 -3.702 -1.088 -3.018
C -0.5084 -0.8469 0.9317 -1.827 -1.794 1.050
H 0.9928 3.7654 -2.1571 -0.510 0.972 0.171
H 2.1455 3.2060 -0.8185 0.263 0.830 -0.405
H 2.2553 2.6108 -2.5693 -0.519 0.835 1.216
H 1.3260 1.0518 -1.8930 -0.806 -0.151 0.616
H 1.0537 1.1030 0.5956 -1.731 0.127 -0.655
H -0.4103 2.2014 0.0040 -0.123 -2.137 1.282
H 0.0970 -0.6464 -1.1628 0.014 -0.147 0.648
H -2.1189 1.0008 -1.7293 1.807 -1.493 0.723
H -2.1289 -0.8840 -1.7840 0.981 1.918 0.947
H -2.8014 0.0616 -0.5847 0.296 -0.167 1.514
H 0.5183 -1.0476 1.3184 -0.892 0.262 -0.262
H -1.1787 -0.3558 1.7090 1.173 -0.085 -0.879
H -1.0511 -1.8167 0.8193 0.711 0.260 0.222
H 0.8447 -4.8304 4.6740 0.540 0.542 1.169
H 0.0047 -5.5243 3.7296 1.388 1.087 -0.682
O 0.8338 -4.9018 3.7221 -1.925 -1.576 -0.528
```
Forces are in eV/Å.